[1]
Here is 2 unconnected molecules or ions with the total composition C11H15N in a non-equilibrium geometry from OMol25. Energies are from ωB97M-V/def2-TZVPD.

Summary:
SMILES	Cc1c[nH]c2ccccc12.CC

Geometry as ORCA input:
```
! wB97M-V def2-TZVPD RIJCOSX def2/J DEFGRID3
* xyz 0 1
C 2.029 2.117 -3.044
C 1.797 1.492 -1.767
C 2.736 1.471 -0.760
N 2.338 0.505 0.252
C 1.185 -0.217 -0.276
C 0.563 -1.368 0.268
C -0.594 -1.783 -0.398
C -1.102 -1.087 -1.563
C -0.418 0.012 -2.063
C 0.835 0.470 -1.445
H 2.867 1.758 -3.658
H 2.074 3.305 -2.937
H 1.243 1.841 -3.720
H 3.592 2.110 -0.697
H 2.348 0.660 1.240
H 1.065 -1.955 1.010
H -1.174 -2.753 0.023
H -1.922 -1.513 -2.143
H -0.742 0.368 -3.038
C -2.031 -0.341 3.732
C -2.612 -0.982 2.400
H -1.707 0.662 3.485
H -2.826 -0.286 4.542
H -1.161 -0.913 4.074
H -3.179 -0.318 1.846
H -3.382 -1.723 2.675
H -1.818 -1.531 1.962
*
```

=====

[2]
Here is 2 unconnected molecules or ions with the total composition C11H15N in a non-equilibrium geometry from OMol25. Energies are from ωB97M-V/def2-TZVPD.

Summary:
SMILES	Cc1c[nH]c2ccccc12.CC

Geometry as ORCA input:
```
! wB97M-V def2-TZVPD RIJCOSX def2/J DEFGRID3
* xyz 0 1
C -1.944 1.166 1.869
C -1.848 0.937 0.399
C -2.759 1.107 -0.583
N -2.202 0.879 -1.830
C -0.908 0.440 -1.631
C 0.049 0.058 -2.565
C 1.318 -0.227 -2.087
C 1.581 -0.188 -0.707
C 0.638 0.186 0.230
C -0.652 0.435 -0.258
H -1.609 0.297 2.436
H -2.968 1.429 2.141
H -1.330 2.028 2.147
H -3.789 1.390 -0.422
H -2.751 0.575 -2.618
H -0.206 -0.134 -3.598
H 2.146 -0.271 -2.779
H 2.597 -0.416 -0.409
H 0.863 0.079 1.278
C 3.113 -2.495 2.305
C 2.411 -1.254 2.826
H 4.140 -2.611 2.656
H 2.635 -3.418 2.662
H 3.064 -2.566 1.221
H 2.629 -1.027 3.872
H 1.360 -1.176 2.584
H 2.912 -0.405 2.336
*
```

=====

[3]
Here is 2 unconnected molecules or ions with the total composition C11H15N in a non-equilibrium geometry from OMol25. Energies are from ωB97M-V/def2-TZVPD.

Summary:
SMILES	Cc1c[nH]c2ccccc12.CC

Geometry as ORCA input:
```
! wB97M-V def2-TZVPD RIJCOSX def2/J DEFGRID3
* xyz 0 1
C 2.039 1.989 1.829
C 0.777 1.578 1.171
C 0.414 1.908 -0.115
N -0.652 1.154 -0.564
C -1.158 0.473 0.494
C -2.241 -0.416 0.584
C -2.379 -1.164 1.722
C -1.427 -1.224 2.728
C -0.238 -0.528 2.482
C -0.113 0.500 1.556
H 2.715 1.165 1.940
H 1.755 2.283 2.869
H 2.448 2.808 1.220
H 0.801 2.723 -0.738
H -1.282 1.513 -1.265
H -2.864 -0.597 -0.316
H -3.222 -1.848 1.906
H -1.356 -1.934 3.536
H 0.639 -0.499 3.122
C 0.611 -0.567 -3.370
C 0.617 -1.909 -2.600
H 1.354 0.076 -2.886
H 1.165 -0.719 -4.371
H -0.369 -0.214 -3.691
H 0.166 -2.718 -3.171
H 0.130 -1.775 -1.630
H 1.670 -2.058 -2.439
*
```

=====

[4]
Here is 2 unconnected molecules or ions with the total composition C11H15N in a non-equilibrium geometry from OMol25. Energies are from ωB97M-V/def2-TZVPD.

Summary:
SMILES	Cc1c[nH]c2ccccc12.CC

Geometry as ORCA input:
```
! wB97M-V def2-TZVPD RIJCOSX def2/J DEFGRID3
* xyz 0 1
C 0.606 3.027 3.163
C 1.343 2.240 2.136
C 2.486 2.622 1.507
N 2.669 1.766 0.396
C 1.717 0.751 0.467
C 1.572 -0.316 -0.416
C 0.444 -1.089 -0.170
C -0.524 -0.738 0.766
C -0.372 0.333 1.636
C 0.805 1.045 1.544
H -0.076 2.367 3.701
H -0.180 3.639 2.676
H 1.247 3.744 3.658
H 2.965 3.575 1.628
H 3.594 1.433 0.181
H 2.182 -0.483 -1.280
H 0.277 -1.954 -0.797
H -1.324 -1.446 0.937
H -1.202 0.578 2.286
C -1.793 -2.259 -2.490
C -2.723 -2.989 -3.471
H -2.358 -1.816 -1.670
H -1.116 -3.033 -2.133
H -1.266 -1.466 -2.998
H -3.527 -3.539 -2.976
H -2.215 -3.695 -4.136
H -3.232 -2.296 -4.144
*
```

=====

[5]
Here is 2 unconnected molecules or ions with the total composition C11H15N in a non-equilibrium geometry from OMol25. Energies are from ωB97M-V/def2-TZVPD.

Summary:
SMILES	Cc1c[nH]c2ccccc12.CC

Geometry as ORCA input:
```
! wB97M-V def2-TZVPD RIJCOSX def2/J DEFGRID3
* xyz 0 1
C 0.544 -3.005 -0.456
C -0.277 -1.804 -0.191
C -1.594 -1.689 -0.536
N -2.148 -0.530 0.057
C -1.136 0.046 0.786
C -1.080 1.255 1.466
C 0.121 1.724 1.973
C 1.321 0.994 1.861
C 1.259 -0.249 1.237
C 0.074 -0.659 0.611
H 0.043 -3.803 -0.938
H 1.243 -3.263 0.339
H 1.290 -2.757 -1.277
H -2.286 -2.462 -0.822
H -3.030 -0.079 -0.090
H -1.963 1.844 1.684
H 0.019 2.653 2.503
H 2.210 1.558 2.037
H 2.122 -0.887 1.084
C 0.933 1.618 -1.797
C 1.278 1.851 -3.281
H 0.287 2.384 -1.366
H 0.516 0.681 -1.448
H 1.873 1.800 -1.293
H 2.086 1.148 -3.586
H 1.715 2.835 -3.448
H 0.525 1.711 -4.047
*
```

=====

[6]
Here is 2 unconnected molecules or ions with the total composition C11H15N in a non-equilibrium geometry from OMol25. Energies are from ωB97M-V/def2-TZVPD.

Geometry as ORCA input:
```
! wB97M-V def2-TZVPD RIJCOSX def2/J DEFGRID3
* xyz 1 2
C 0.763 1.799 3.718
C 0.545 3.215 3.201
H 0.103 0.982 3.370
H 1.636 1.163 3.517
H 0.595 1.865 4.913
H 0.213 3.935 3.988
H -0.324 3.195 2.458
H 1.387 3.772 2.884
C -0.180 -1.405 1.809
C 0.905 0.441 0.604
C 0.061 -0.714 0.650
C 0.326 0.094 -1.470
C -0.395 -1.010 -0.671
C 0.034 0.180 -2.885
C -1.271 -1.967 -1.141
C -0.834 -0.887 -3.327
C -1.394 -2.003 -2.492
N 1.157 0.871 -0.668
H 1.182 0.912 1.446
H 1.450 1.817 -1.031
H 0.182 -1.072 2.780
H -0.225 -2.490 1.547
H 0.215 1.039 -3.481
H -1.587 -2.824 -0.526
H -1.207 -0.803 -4.444
H -1.858 -2.860 -2.993
H -1.219 -1.197 2.271
*
```

=====

[7]
Here is 2 unconnected molecules or ions with the total composition C11H15N in a non-equilibrium geometry from OMol25. Energies are from ωB97M-V/def2-TZVPD.

Geometry as ORCA input:
```
! wB97M-V def2-TZVPD RIJCOSX def2/J DEFGRID3
* xyz 1 2
C -1.788 -1.836 -3.101
C -0.645 -0.885 -2.718
H -1.414 -2.615 -3.758
H -2.268 -2.198 -2.188
H -2.616 -1.293 -3.563
H -1.147 0.028 -2.380
H 0.033 -0.621 -3.525
H -0.102 -1.333 -1.884
C 2.479 2.328 0.362
C -0.576 0.494 1.337
C 0.839 0.493 1.162
C 1.184 1.843 0.864
C -0.044 2.578 0.872
C -0.600 -1.776 2.072
C -1.293 -0.648 1.662
C 0.800 -1.818 1.971
C 1.470 -0.700 1.521
N -1.070 1.772 1.123
H -1.214 -2.580 2.450
H -2.375 -0.667 1.652
H 1.418 -2.685 2.097
H 2.557 -0.722 1.482
H -2.055 1.999 1.190
H -0.109 3.621 0.599
H 3.173 1.514 0.604
H 2.959 3.193 0.811
H 2.405 2.515 -0.714
*
```

=====

[8]
Here is a molecular structure, C11H15N2O in a non-equilibrium geometry from OMol25. Energies are from ωB97M-V/def2-TZVPD.

Geometry as ORCA input:
```
! wB97M-V def2-TZVPD RIJCOSX def2/J DEFGRID3
* xyz 1 1
C 2.703 -2.474 0.165
C 3.635 -1.464 -0.343
C 1.470 -1.932 0.609
C 3.329 -0.163 -0.401
C 1.126 -0.564 0.439
C 2.033 0.364 -0.035
C 0.832 2.375 0.567
C -0.336 -0.187 0.900
C -2.789 -0.069 0.298
C -1.091 0.777 -1.337
C -1.330 -0.206 -0.187
N 1.866 1.738 0.006
N -0.159 1.764 1.089
O -0.608 -0.575 2.082
H 3.101 -3.420 0.380
H 4.485 -1.767 -0.834
H 0.787 -2.642 1.143
H 4.149 0.373 -0.838
H 0.812 3.529 0.413
H -2.965 -0.710 1.134
H -3.545 -0.413 -0.394
H -3.076 0.962 0.530
H -1.549 1.689 -1.295
H -1.541 0.525 -2.219
H -0.047 0.739 -1.477
H -1.157 -1.266 -0.610
H 2.630 2.276 -0.450
H -0.857 2.187 1.628
H -1.412 -0.226 2.353
*
```

=====

[9]
Here is 2 unconnected molecules or ions with the total composition C11H15NO in a non-equilibrium geometry from OMol25. Energies are from ωB97M-V/def2-TZVPD.

Summary:
SMILES	Cc1c[nH]c2ccccc12.CCO

Geometry as ORCA input:
```
! wB97M-V def2-TZVPD RIJCOSX def2/J DEFGRID3
* xyz 0 1
C -1.816 1.551 -3.515
C -0.798 1.178 -2.467
C 0.256 0.252 -2.482
N 0.527 -0.074 -1.137
C -0.232 0.704 -0.236
C -0.333 1.010 1.154
C -1.144 2.063 1.573
C -2.019 2.822 0.732
C -2.006 2.406 -0.664
C -1.065 1.478 -1.084
H -2.820 1.694 -3.129
H -2.034 0.626 -4.034
H -1.473 2.562 -3.841
H 1.005 0.145 -3.217
H 1.356 -0.625 -0.765
H 0.072 0.416 1.969
H -0.971 2.275 2.578
H -2.742 3.544 1.119
H -2.875 2.925 -1.147
C 2.569 -3.663 1.515
C 2.072 -2.408 2.285
O 1.529 -2.559 3.553
H 1.967 -3.962 0.768
H 2.926 -4.546 2.055
H 3.487 -3.397 0.929
H 2.755 -1.498 2.258
H 1.207 -1.953 1.713
H 0.599 -2.964 3.518
*
```

=====

| no. | E (eV) |
| --- | --- |
| 1 | -13138.8969 |
| 2 | -13140.2804 |
| 3 | -13139.3148 |
| 4 | -13139.9697 |
| 5 | -13139.8476 |
| 6 | -13130.1046 |
| 7 | -13132.7290 |
| 8 | -16669.9671 |
| 9 | -15185.0010 |